(1)
The following is a quantum chemistry calculation of a cluster of 2 separate species, C2H3O3S2 in total in a non-equilibrium geometry, from OMol25.

Geometry as XYZ:
```
10
Properties=species:S:1:pos:R:3:forces:R:3
C 1.126 0.348 0.177 -0.5 -4.5 -0.3
C 0.836 1.603 -0.479 -3.1 0.5 -2.7
O 0.339 -0.649 -0.356 1.7 0.9 1.2
O 2.009 0.101 0.953 -0.1 0.8 0.2
O -0.122 1.603 -1.268 2.4 1.1 1.4
S -3.053 -1.333 -0.043 1.5 -1.0 1.8
S -4.176 0.325 -0.005 -0.8 1.1 -0.1
H 1.532 2.393 -0.335 0.4 1.2 0.2
H -0.160 -0.235 -1.074 -0.8 -0.1 0.1
H -2.444 -1.327 1.284 -0.7 -0.1 -1.8
```
Positions in Å, forces in eV/Å.

Properties
- Total charge: -1
- LUMO level (alpha / beta): 1.55 / 1.55 eV
- Energy relative to the best compared isomer or geometry (same formula, charge and spin): 191.6 kJ/mol

natural (NBO) atomic charge list, values in e, 2 entries:
1 C 0.66
2 C 0.30

(2)
The following is a quantum chemistry calculation of a structure of composition C31H38F32N2O10PSSi2 in a non-equilibrium geometry, from OMol25.

Geometry as XYZ:
```
117
Properties=species:S:1:pos:R:3:forces:R:3
C -2.485 4.253 0.754 -1.4 -0.4 0.1
Si -1.973 5.364 -0.784 0.3 -0.3 1.8
C -1.140 4.166 -2.039 0.5 -1.2 -0.7
C -2.141 3.062 -2.722 1.1 -0.6 -0.7
C -1.257 1.657 -2.925 -1.1 1.0 -1.7
N -0.003 2.105 -3.701 -0.7 -0.7 -0.7
O -3.460 6.116 -1.339 2.0 0.2 -3.0
Si -3.333 6.741 -2.974 0.6 -0.8 2.2
C -1.634 7.526 -3.426 1.2 1.1 -1.1
C -1.349 8.987 -2.665 -0.7 0.6 -0.3
C 0.038 9.719 -3.200 -0.1 -0.2 -0.6
C 1.329 8.715 -3.312 0.0 0.4 0.6
O 1.404 8.283 -4.747 0.6 -4.8 0.9
C 1.651 6.819 -4.818 -1.7 -2.5 -5.0
O 1.341 6.050 -5.891 1.9 5.6 6.7
N -3.928 5.522 -4.208 -9.2 -0.9 2.1
C -5.287 5.277 -3.981 4.5 -0.4 -0.3
S -6.906 4.765 -3.645 5.2 1.7 -1.2
P -4.817 8.415 -3.094 -0.2 3.2 3.8
O -4.923 9.181 -1.706 0.0 -2.0 -3.7
C -0.700 6.660 -0.042 3.9 4.3 2.1
O -1.260 7.576 0.788 2.2 -4.4 -3.8
O 0.745 6.655 -0.317 -7.1 -0.5 0.7
H -3.634 3.987 0.578 2.3 0.5 0.5
H -2.414 4.851 1.775 0.0 -1.3 -2.2
H -1.916 3.228 0.768 -1.1 2.3 0.1
H -0.542 4.680 -2.905 -1.0 -0.9 1.8
H -0.334 3.541 -1.418 -1.6 1.6 -1.2
H -3.138 2.876 -2.126 2.0 0.4 -1.2
H -2.346 3.441 -3.835 0.0 -0.9 2.5
H -1.007 1.125 -1.913 -0.4 1.1 -2.0
H -1.851 0.962 -3.691 0.8 1.1 2.2
H -0.260 2.884 -4.379 0.3 -1.4 1.2
H 0.338 1.306 -4.307 -0.6 1.3 1.0
H -1.698 7.810 -4.584 0.1 -0.8 2.2
H -0.710 6.812 -3.328 -1.9 1.3 0.0
H -1.435 8.921 -1.500 0.4 -0.1 -2.2
H -2.234 9.709 -3.013 1.9 -1.5 0.9
H 0.323 10.683 -2.558 -0.8 -2.3 -1.3
H -0.200 10.081 -4.310 0.7 -0.7 2.3
H 1.207 7.761 -2.638 0.2 2.0 -0.9
H 2.350 9.263 -3.092 -2.2 -1.0 -0.3
H 2.138 6.245 -3.898 -1.1 1.8 -1.6
H -4.247 9.330 -4.090 -0.7 -0.9 0.2
H -6.085 7.948 -3.605 0.7 0.3 -0.1
C 0.716 0.241 2.682 0.5 0.8 0.7
C -0.277 0.482 1.535 0.9 0.6 -0.5
C -1.417 -0.527 1.454 -1.1 0.2 -0.3
F -0.972 -1.783 1.228 -0.2 0.1 -0.1
F -2.249 -0.225 0.420 0.3 0.1 0.1
F 0.405 0.552 0.359 -0.4 -0.3 0.3
F -0.818 1.726 1.723 -0.1 -0.9 0.3
O 1.924 -0.437 2.328 -0.8 -1.9 -0.4
C 1.853 -1.861 2.345 -0.2 1.9 1.1
C 2.133 -2.483 0.972 0.1 0.0 -1.3
F 1.223 -2.077 0.049 0.2 0.0 0.4
F 2.054 -3.839 1.021 -0.1 0.2 0.5
F 0.664 -2.248 2.866 0.7 -0.6 -0.1
F 2.800 -2.265 3.235 -0.5 0.0 -0.2
H 1.051 1.231 3.015 0.0 -0.2 -0.4
H 0.240 -0.197 3.567 0.0 -0.1 -0.4
H -2.016 -0.525 2.369 0.1 0.1 0.1
H 3.127 -2.207 0.610 -0.6 0.2 0.1
C 7.482 -2.478 3.874 0.5 0.7 0.7
C 6.489 -2.237 2.727 0.8 0.5 -0.4
C 5.349 -3.246 2.646 -0.7 -0.4 -0.1
F 5.793 -4.502 2.420 -0.3 0.4 -0.2
F 4.517 -2.944 1.612 1.2 -0.1 0.2
F 7.171 -2.167 1.552 -0.3 -0.2 0.3
F 5.947 -0.993 2.915 -0.2 -0.6 0.2
O 8.690 -3.156 3.520 -0.8 -1.7 -0.5
C 8.619 -4.580 3.538 -0.2 1.5 1.5
C 8.899 -5.202 2.164 0.0 -0.3 -1.0
F 7.989 -4.796 1.241 0.4 0.0 0.5
F 8.820 -6.558 2.213 0.0 0.4 0.4
F 7.430 -4.967 4.058 0.8 -0.4 -0.2
F 9.566 -4.984 4.428 -0.1 -0.1 -0.7
H 7.816 -1.488 4.207 0.0 -0.2 -0.3
H 7.006 -2.916 4.759 0.0 -0.1 -0.4
H 4.750 -3.245 3.562 0.2 0.1 0.0
H 9.893 -4.926 1.802 0.0 0.1 0.2
C -1.138 -5.229 3.267 0.9 0.7 -0.2
C -1.163 -6.753 3.457 0.5 0.3 0.8
C -2.354 -7.458 2.818 -0.4 -0.9 -0.3
F -3.530 -7.054 3.348 0.3 -0.3 -0.1
F -2.283 -8.800 3.026 0.3 0.2 0.0
F -1.072 -7.041 4.783 -0.3 0.0 -0.4
F -0.018 -7.250 2.891 -0.6 0.1 -0.2
O -1.626 -4.457 4.367 -1.9 -0.6 -0.1
C -3.035 -4.240 4.383 1.7 0.5 -1.3
C -3.708 -4.827 5.630 -0.4 -0.6 0.7
F -3.538 -6.173 5.697 0.1 0.6 -0.1
F -5.050 -4.607 5.613 0.4 0.2 -0.3
F -3.576 -4.696 3.229 -0.3 0.6 0.7
F -3.199 -2.889 4.364 -0.2 -0.5 0.4
H -0.081 -4.944 3.186 -0.2 -0.2 0.2
H -1.578 -4.915 2.314 -0.1 -0.3 0.3
H -2.381 -7.293 1.736 0.1 0.1 0.0
H -3.297 -4.388 6.543 0.1 0.1 -0.2
C -1.656 -3.635 -1.173 0.6 0.9 0.6
C -2.649 -3.394 -2.320 0.8 0.5 -0.4
C -3.789 -4.403 -2.401 -0.9 -0.2 -0.5
F -3.345 -5.659 -2.626 -0.3 0.3 -0.1
F -4.621 -4.101 -3.435 0.2 0.2 0.2
F -1.967 -3.324 -3.495 -0.3 -0.3 0.3
F -3.191 -2.150 -2.132 -0.2 -0.6 0.2
O -0.448 -4.313 -1.527 -0.8 -1.9 -0.5
C -0.519 -5.738 -1.509 0.0 1.8 1.4
C -0.239 -6.359 -2.883 0.0 -0.2 -0.9
F -1.149 -5.953 -3.806 0.4 0.0 0.5
F -0.318 -7.715 -2.833 0.0 0.3 0.4
F -1.708 -6.124 -0.989 0.7 -0.6 -0.1
F 0.428 -6.141 -0.619 -0.2 -0.2 -0.7
H -1.322 -2.645 -0.840 0.0 -0.2 -0.4
H -2.132 -4.074 -0.288 -0.1 0.0 -0.4
H -4.388 -4.402 -1.485 0.1 0.1 0.1
H 0.755 -6.083 -3.245 0.0 0.1 0.2
```
Positions in Å, forces in eV/Å.

Properties
- Total charge: -1
- LUMO level: 1.41 eV

Löwdin atomic charge list, values in e, 2 entries:
1 C -0.19
2 Si 0.53

(3)
The following is a quantum chemistry calculation of a cluster of 2 separate species, C7H7NO in total in a non-equilibrium geometry, from OMol25.

Geometry as XYZ:
```
16
Properties=species:S:1:pos:R:3:forces:R:3
O -1.073 1.393 0.581 1.1 -0.1 -0.5
C -1.223 0.031 0.511 -0.1 -0.1 0.0
C -2.436 -0.498 0.953 -0.2 0.1 0.1
C -2.646 -1.874 0.906 -0.1 0.0 0.0
C -1.654 -2.728 0.420 0.0 -0.2 0.0
C -0.445 -2.192 -0.019 0.1 -0.1 0.0
C -0.226 -0.815 0.024 0.1 0.0 -0.1
H -0.175 1.625 0.239 -1.1 -0.2 0.4
H -3.207 0.186 1.332 0.4 -0.3 -0.2
H -3.603 -2.284 1.255 0.5 0.2 -0.2
H -1.824 -3.812 0.385 0.1 0.6 0.0
H 0.345 -2.851 -0.404 -0.4 0.3 0.2
H 0.727 -0.395 -0.322 -0.4 -0.2 0.1
C 5.840 4.750 -1.963 -2.1 -1.0 0.8
N 4.843 4.274 -1.584 2.4 1.1 -0.9
H 6.759 5.190 -2.312 -0.3 -0.1 0.1
```
Positions in Å, forces in eV/Å.

Properties
- SMILES: Oc1ccccc1.C#N
- LUMO level: 0.95 eV
- Energy relative to the best compared isomer or geometry (same formula, charge and spin): 25.6 kJ/mol

natural (NBO) atomic charge list, values in e, 2 entries:
1 O -0.67
2 C 0.31

(4)
The following is a quantum chemistry calculation of a structure of composition C9H15NO6Pd, from OMol25.

Geometry as XYZ:
```
32
Properties=species:S:1:pos:R:3:forces:R:3
Pd -0.075 0.151 0.000 0.7 -0.5 -0.4
O -2.168 -0.586 -1.283 -0.3 -0.1 -0.2
C -1.858 -1.940 -1.576 0.1 0.1 0.1
C -0.416 -2.080 -2.033 0.0 -0.1 0.0
N 0.532 -1.616 -1.006 -0.4 0.2 0.0
C 0.743 -2.597 0.083 0.0 -0.1 -0.1
C 0.491 -2.048 1.503 -0.2 0.4 0.1
O 0.925 -2.643 2.458 0.0 -0.2 0.0
O -0.272 -0.977 1.582 0.2 -0.2 0.1
C 1.758 -1.049 -1.611 0.1 0.0 0.1
C 1.557 0.429 -2.035 -0.1 0.1 0.1
O 2.500 1.054 -2.460 0.1 -0.1 -0.2
O 0.355 0.920 -1.837 0.2 0.0 0.2
H -1.942 -0.046 -2.052 0.0 0.0 0.1
H -2.528 -2.341 -2.340 0.0 0.0 0.0
H -2.032 -2.486 -0.648 0.0 0.0 0.0
H -0.265 -1.471 -2.925 0.0 0.0 0.0
H -0.201 -3.122 -2.298 0.0 0.0 0.0
H 1.738 -3.037 0.014 0.0 0.1 0.1
H 0.028 -3.411 -0.047 0.0 0.0 0.0
H 2.106 -1.645 -2.461 0.0 0.0 0.0
H 2.548 -1.056 -0.861 0.0 0.0 0.0
C 2.046 3.592 1.806 0.0 0.0 -0.1
C 1.140 2.828 0.886 0.1 0.0 0.0
C 0.556 3.499 -0.309 -0.1 0.1 0.0
O 0.924 1.650 1.151 -0.4 0.3 0.1
H 2.432 4.501 1.353 0.0 0.0 0.0
H 2.860 2.945 2.127 0.0 0.0 0.0
H 1.466 3.858 2.693 0.0 0.0 0.0
H 0.545 4.581 -0.194 0.0 0.0 0.0
H -0.442 3.117 -0.516 0.0 0.0 0.0
H 1.177 3.230 -1.169 0.0 0.0 0.0
```
Positions in Å, forces in eV/Å.

Properties
- LUMO level: -0.36 eV
- Energy relative to the best compared isomer or geometry (same formula, charge and spin): 51.5 kJ/mol

natural (NBO) atomic charge list, values in e, 2 entries:
1 Pd 1.08
2 O -0.72